(1)
{
  "formula": "C36H55CoFGeN6O3S2Si3",
  "method": "the ωB97M-V functional and the def2-TZVPD basis",
  "symbols": ["Co", "F", "C", "C", "C", "C", "O", "C", "C", "N", "C", "C", "C", "C", "C", "C", "N", "C", "C", "N", "C", "C", "C", "O", "O", "H", "H", "H", "H", "H", "H", "H", "H", "H", "H", "H", "H", "H", "H", "H", "H", "H", "H", "C", "Si", "C", "C", "Ge", "Si", "C", "C", "C", "Si", "C", "C", "C", "H", "H", "H", "H", "H", "H", "H", "H", "H", "H", "H", "H", "H", "H", "H", "H", "H", "H", "H", "H", "H", "H", "H", "H", "H", "H", "H", "S", "C", "N", "C", "C", "C", "C", "H", "H", "H", "H", "H", "C", "C", "C", "C", "N", "C", "S", "N", "H", "H", "H", "H", "H"],
  "coordinates": [[-0.179, 0.522, -1.026], [0.548, 1.740, 5.525], [0.004, 0.655, 4.935], [-0.289, 0.693, 3.602], [-0.888, -0.414, 2.997], [-1.159, -0.380, 1.556], [-0.996, 0.691, 0.931], [-1.603, -1.606, 0.985], [-1.896, -2.654, 1.810], [-1.738, -2.656, 3.146], [-2.046, -3.850, 3.905], [-3.178, -3.801, 4.889], [-3.322, -4.570, 3.609], [-1.172, -1.551, 3.765], [-0.839, -1.571, 5.125], [-0.244, -0.478, 5.722], [0.096, -0.546, 7.104], [-0.970, -0.233, 8.039], [-0.649, -0.835, 9.396], [0.693, -0.332, 9.857], [1.773, -0.604, 8.843], [1.364, 0.024, 7.524], [-1.848, -1.838, -0.490], [-2.630, -2.721, -0.806], [-1.182, -1.118, -1.333], [-0.052, 1.562, 3.003], [-2.298, -3.559, 1.376], [-1.174, -4.442, 4.154], [-3.723, -2.869, 4.962], [-3.067, -4.346, 5.815], [-3.974, -4.153, 2.854], [-3.299, -5.649, 3.642], [-1.006, -2.457, 5.720], [-1.907, -0.663, 7.689], [-1.123, 0.854, 8.142], [-0.568, -1.919, 9.332], [-1.386, -0.562, 10.148], [0.936, -0.753, 10.754], [0.635, 0.677, 10.014], [1.861, -1.686, 8.759], [2.701, -0.183, 9.224], [2.131, -0.195, 6.782], [1.323, 1.117, 7.639], [-2.884, 2.710, -5.260], [-1.107, 2.222, -5.553], [0.077, 3.617, -5.172], [-0.810, 1.644, -7.305], [-0.467, 0.448, -4.009], [-2.304, -1.424, -4.446], [-3.670, -0.693, -3.427], [-1.668, -3.095, -3.992], [-2.624, -1.278, -6.271], [1.521, -0.909, -4.438], [2.779, 0.445, -4.723], [1.920, -2.043, -3.025], [1.226, -1.820, -6.046], [-3.058, 3.682, -5.731], [-3.108, 2.813, -4.197], [-3.587, 2.000, -5.701], [0.029, 4.355, -5.976], [1.109, 3.268, -5.104], [-0.183, 4.106, -4.232], [-1.142, 2.424, -7.996], [-1.343, 0.729, -7.560], [0.256, 1.487, -7.482], [-3.647, -1.105, -2.421], [-4.617, -0.969, -3.903], [-3.626, 0.396, -3.384], [-1.109, -3.084, -3.063], [-1.084, -3.539, -4.797], [-2.550, -3.721, -3.816], [-3.112, -0.345, -6.551], [-3.304, -2.101, -6.523], [-1.722, -1.412, -6.869], [2.789, 1.181, -3.916], [2.578, 0.964, -5.663], [3.779, 0.006, -4.793], [1.900, -1.526, -2.064], [2.938, -2.423, -3.165], [1.240, -2.895, -2.992], [0.815, -1.153, -6.808], [0.551, -2.666, -5.922], [2.174, -2.211, -6.425], [-1.060, 2.684, -1.784], [-0.446, 3.541, -0.415], [-1.268, 3.736, 0.639], [-0.921, 4.381, 1.771], [0.339, 4.886, 1.901], [1.242, 4.698, 0.842], [0.857, 4.038, -0.299], [-2.191, 3.327, 0.556], [-1.687, 4.466, 2.527], [0.623, 5.411, 2.800], [2.257, 5.064, 0.927], [1.562, 3.838, -1.093], [5.894, -0.977, -2.485], [5.036, 0.208, -2.165], [5.340, 1.488, -2.611], [4.435, 2.484, -2.297], [3.339, 2.266, -1.574], [3.147, 1.010, -1.158], [1.830, 0.710, -0.011], [3.941, -0.022, -1.441], [6.888, -0.677, -2.812], [5.433, -1.560, -3.286], [5.973, -1.626, -1.615], [6.232, 1.694, -3.184], [4.592, 3.504, -2.632]],
  "gap_ha": [0.2383, 0.2065],
  "multiplicity": 6,
  "e_above_lowest_kcal_mol": 0.0,
  "charge": 2,
  "e_lumo_ev": [-4.49, -6.17],
  "total_energy_ha": -7183.06808
}


(2)
{
  "formula": "C31H54IN4O6PSi",
  "method": "the ωB97M-V functional and the def2-TZVPD basis",
  "symbols": ["C", "C", "N", "C", "C", "C", "C", "C", "C", "Si", "C", "C", "C", "C", "O", "C", "C", "C", "C", "C", "C", "P", "O", "I", "C", "O", "H", "H", "H", "H", "H", "H", "H", "H", "H", "H", "H", "H", "H", "H", "H", "H", "H", "H", "H", "H", "H", "C", "O", "C", "C", "C", "N", "H", "H", "H", "H", "H", "H", "H", "H", "H", "H", "H", "C", "O", "C", "C", "C", "N", "H", "H", "H", "H", "H", "H", "H", "H", "H", "H", "H", "C", "O", "C", "C", "C", "N", "H", "H", "H", "H", "H", "H", "H", "H", "H", "H", "H"],
  "coordinates": [[-0.042, -2.426, 3.124], [-1.532, -2.806, 3.175], [-2.217, -2.639, 1.880], [-1.881, -1.435, 1.181], [-0.935, -1.538, 0.183], [-0.533, -0.410, -0.508], [-1.101, 0.809, -0.175], [-2.067, 0.914, 0.795], [-2.481, -0.214, 1.508], [-3.777, 0.074, 2.857], [-4.885, 1.496, 2.224], [-4.931, -1.383, 3.178], [-3.068, 0.673, 4.498], [-0.647, 2.066, -0.897], [-1.262, 3.096, -0.701], [0.529, 1.943, -1.831], [1.071, 0.708, -2.165], [2.119, 0.560, -3.042], [2.706, 1.650, -3.649], [2.199, 2.890, -3.297], [1.145, 3.058, -2.417], [0.581, 4.811, -2.053], [1.723, 5.379, -0.983], [0.910, 6.015, -4.206], [0.520, -0.575, -1.562], [0.938, -1.668, -1.904], [0.357, -2.635, 4.127], [0.111, -1.354, 2.959], [0.493, -3.031, 2.386], [-1.540, -3.886, 3.388], [-2.067, -2.287, 3.987], [-3.214, -2.783, 1.947], [-0.485, -2.495, -0.070], [-2.481, 1.903, 0.981], [-4.886, 1.577, 1.132], [-5.910, 1.293, 2.566], [-4.543, 2.426, 2.696], [-4.458, -2.148, 3.814], [-5.833, -1.041, 3.705], [-5.277, -1.872, 2.256], [-3.886, 1.115, 5.091], [-2.644, -0.130, 5.114], [-2.326, 1.473, 4.374], [2.513, -0.417, -3.316], [3.519, 1.552, -4.363], [2.673, 3.758, -3.751], [2.143, 4.639, -0.522], [6.960, -2.858, -2.096], [5.810, -2.155, -2.531], [4.736, -2.132, -1.604], [4.854, -1.049, -0.520], [5.846, -1.395, 0.585], [5.215, 0.254, -1.090], [6.700, -3.724, -1.481], [7.635, -2.197, -1.548], [7.489, -3.209, -2.983], [3.844, -1.918, -2.198], [4.585, -3.125, -1.163], [3.869, -0.953, -0.053], [6.882, -1.283, 0.262], [5.705, -0.732, 1.439], [5.704, -2.421, 0.933], [4.502, 0.525, -1.762], [6.044, 0.112, -1.663], [9.682, 2.820, -5.088], [9.089, 1.619, -5.550], [8.118, 1.061, -4.684], [6.715, 1.674, -4.819], [6.580, 3.039, -4.147], [6.303, 1.791, -6.221], [9.794, 2.826, -4.000], [9.102, 3.687, -5.411], [10.671, 2.896, -5.540], [8.050, 0.006, -4.964], [8.467, 1.086, -3.643], [6.017, 0.996, -4.316], [7.057, 3.837, -4.717], [5.527, 3.308, -4.047], [7.016, 3.027, -3.146], [6.304, 0.865, -6.642], [7.045, 2.281, -6.716], [-9.434, -2.228, 2.202], [-9.041, -1.087, 2.944], [-10.106, -0.373, 3.546], [-10.583, -0.947, 4.890], [-11.452, -2.192, 4.746], [-9.459, -1.254, 5.781], [-10.395, -2.079, 1.703], [-9.476, -3.112, 2.843], [-8.672, -2.408, 1.443], [-9.714, 0.631, 3.730], [-10.940, -0.258, 2.841], [-11.195, -0.178, 5.370], [-10.869, -3.079, 4.495], [-11.964, -2.404, 5.686], [-12.214, -2.053, 3.977], [-8.933, -0.401, 5.952], [-8.809, -1.839, 5.260]],
  "gap_ha": 0.2537,
  "e_above_lowest_kcal_mol": 0.0,
  "e_lumo_ev": -1.23,
  "smiles": "CCNc1cc2c(cc1[Si](C)(C)C)C(=O)c1c(cccc1P(O)I)C2=O.COC[C@@H](C)N.COC[C@@H](C)N.COC[C@@H](C)N",
  "total_energy_ha": -2812.63460
}


(3)
{
  "formula": "C2H7N4O",
  "method": "the ωB97M-V functional and the def2-TZVPD basis",
  "symbols": ["C", "C", "N", "N", "N", "N", "O", "H", "H", "H", "H", "H", "H", "H"],
  "coordinates": [[-2.130, 0.007, 0.311], [2.400, 0.120, 0.172], [0.102, 0.843, -0.059], [-1.145, 0.679, 0.144], [1.191, -0.471, -0.249], [-3.284, -0.470, -0.020], [0.637, -1.449, 0.325], [3.011, -0.620, -0.198], [2.616, 1.043, -0.363], [2.579, 0.067, 1.309], [0.367, 1.781, 0.176], [1.164, -0.457, -1.297], [-3.947, -0.932, 0.643], [-3.563, -0.141, -0.895]],
  "gap_ha": [0.2331, 0.2683],
  "multiplicity": 3,
  "e_above_lowest_kcal_mol": 130.9,
  "charge": 1,
  "e_lumo_ev": [-4.11, -7.16],
  "total_energy_ha": -374.06144
}


(4)
{
  "formula": "C4H11NS",
  "method": "the ωB97M-V functional and the def2-TZVPD basis",
  "symbols": ["C", "C", "N", "H", "H", "H", "H", "H", "C", "C", "S", "H", "H", "H", "H", "H", "H"],
  "coordinates": [[2.066, 0.903, 0.438], [2.354, -0.314, -0.016], [2.364, -0.654, -1.351], [1.880, 1.093, 1.484], [1.882, 1.729, -0.234], [2.814, -1.080, 0.606], [1.909, -0.047, -2.007], [2.808, -1.493, -1.666], [-2.362, 0.912, 0.601], [-1.528, -0.200, -0.037], [-1.698, -1.818, 0.811], [-1.878, 1.893, 0.616], [-3.347, 0.974, 0.133], [-2.551, 0.690, 1.653], [-1.700, -0.267, -1.107], [-0.486, 0.028, 0.171], [-2.526, -2.348, -0.095]],
  "gap_ha": 0.3334,
  "e_above_lowest_kcal_mol": 25.2,
  "e_lumo_ev": 0.95,
  "smiles": "C=CN.CCS",
  "total_energy_ha": -611.90193
}